1.
53
Properties=species:S:1:pos:R:3 method="wB97M-V/def2-TZVPD" e_tot_ev=-167934.248 spin_multiplicity=2 total_charge=+1
C 23.35 6.10 -23.77
C 22.78 6.46 -22.42
O 22.23 7.72 -22.57
S 22.56 8.38 -24.01
O 23.78 9.19 -23.99
O 21.34 9.00 -24.56
O 22.79 6.96 -24.69
H 23.23 5.06 -24.09
H 24.41 6.36 -23.66
H 23.50 6.52 -21.61
H 22.00 5.79 -22.05
C 17.20 1.71 -18.68
C 15.88 2.37 -19.14
O 16.22 3.62 -19.63
S 17.68 3.60 -20.34
O 18.44 4.78 -19.93
O 17.64 3.20 -21.73
O 18.24 2.37 -19.43
H 17.32 0.65 -18.91
H 17.41 1.86 -17.62
H 15.19 2.45 -18.30
H 15.40 1.84 -19.97
C 18.15 8.15 -26.91
C 18.85 6.76 -26.62
O 19.73 6.58 -27.71
S 19.60 7.73 -28.96
O 19.41 7.11 -30.29
O 20.64 8.75 -28.79
O 18.17 8.30 -28.34
H 18.70 8.98 -26.48
H 17.11 8.12 -26.57
H 18.08 6.02 -26.42
H 19.54 6.84 -25.78
C 20.27 3.94 -23.77
Cl 21.40 2.63 -23.37
Cl 19.57 3.70 -25.46
H 19.50 3.96 -23.00
H 20.85 4.86 -23.71
C 17.96 7.69 -22.13
Cl 17.56 7.72 -20.35
Cl 19.26 6.54 -22.47
H 17.05 7.39 -22.63
H 18.28 8.64 -22.57
C 18.53 2.51 -28.91
Cl 18.20 4.22 -29.44
Cl 17.62 1.22 -29.81
H 19.61 2.35 -28.86
H 18.27 2.45 -27.85
C 22.21 2.18 -20.20
Cl 23.54 0.97 -20.54
Cl 21.57 1.95 -18.57
H 22.51 3.22 -20.38
H 21.40 1.87 -20.86



2.
60
Properties=species:S:1:pos:R:3 method="wB97M-V/def2-TZVPD" spin_multiplicity=3 total_charge=+1 de_lowest_kcal_mol=0.0
V -0.66 0.29 -1.36
C -3.83 2.02 0.89
C -3.77 1.45 2.15
C -2.80 0.53 2.34
C -1.82 0.23 1.35
N -1.89 0.83 0.16
C -2.90 1.66 -0.06
N -0.79 -0.56 1.81
C 0.15 -0.98 1.10
N 0.39 -0.84 -0.25
C 1.59 -1.53 -0.61
N 1.99 -1.65 -1.79
C 1.43 -1.18 -2.97
C 1.93 -1.89 -4.13
C 1.32 -1.60 -5.34
C 0.30 -0.59 -5.43
C -0.11 -0.02 -4.25
N 0.43 -0.33 -3.04
C 2.11 -2.11 0.61
C 3.28 -2.88 0.83
C 3.50 -3.37 2.10
C 2.51 -3.19 3.12
C 1.41 -2.35 2.95
C 1.25 -1.81 1.69
H -4.55 2.72 0.56
H -4.54 1.63 2.83
H -2.76 -0.05 3.28
H -2.98 1.93 -1.09
H 2.71 -2.65 -3.99
H 1.68 -2.14 -6.19
H -0.11 -0.25 -6.35
H -0.90 0.74 -4.18
H 3.88 -3.21 -0.01
H 4.34 -4.02 2.25
H 2.59 -3.66 4.06
H 0.72 -2.12 3.76
O -2.21 0.01 -2.39
N -3.39 -0.41 -2.68
C -3.66 -1.60 -2.37
C -2.79 -2.43 -1.63
N -1.95 -2.94 -1.08
C -5.03 -2.08 -2.60
N -6.18 -2.21 -2.64
C 2.41 1.94 0.01
Te 0.93 2.64 -1.42
C 0.06 3.69 0.18
C 0.59 2.98 1.42
C 0.06 3.15 2.67
C 0.67 2.59 3.84
C 1.72 1.68 3.73
C 2.16 1.38 2.47
C 1.71 2.08 1.31
H 3.19 2.63 -0.20
H 2.68 0.90 -0.23
H -1.05 3.59 0.19
H 0.29 4.73 0.10
H -0.74 3.89 2.74
H 0.27 2.86 4.84
H 2.21 1.29 4.59
H 2.93 0.61 2.34



3.
17
Properties=species:S:1:pos:R:3 method="wB97M-V/def2-TZVPD" de_lowest_kcal_mol=61.0 smiles="C=NC.NCN"
C -3.35 1.63 -0.10
N -2.75 1.03 -1.03
C -2.05 -0.24 -0.79
H -4.17 2.36 -0.25
H -3.18 1.48 0.95
H -1.26 -0.01 -0.04
H -1.52 -0.46 -1.65
H -2.68 -1.02 -0.42
N 1.60 -0.15 1.18
C 2.20 -0.97 0.13
N 3.67 -1.07 0.19
H 1.15 -0.57 1.98
H 1.45 0.82 0.99
H 1.87 -2.03 0.21
H 2.06 -0.40 -0.92
H 4.17 -0.16 0.11
H 3.72 -1.20 1.24



4.
98
Properties=species:S:1:pos:R:3 method="wB97M-V/def2-TZVPD" e_tot_ev=-131562.915 spin_multiplicity=2
Ag -1.98 1.65 1.04
O -0.65 -0.19 1.74
C 0.20 -0.35 0.58
C 0.56 0.83 -0.36
O -0.43 1.79 -0.67
H -0.21 -1.10 -0.11
H 1.11 -0.80 0.96
H 1.04 0.44 -1.26
H 1.39 1.31 0.15
C 2.94 -2.79 2.93
N 3.75 -1.75 2.27
O 4.10 -0.85 3.07
O 3.95 -1.84 1.08
H 3.33 -3.77 2.69
H 1.89 -2.67 2.68
H 3.19 -2.84 3.99
C 1.55 4.51 -0.60
N 2.77 3.89 -1.25
O 2.60 3.35 -2.34
O 3.85 4.09 -0.64
H 1.75 5.56 -0.39
H 1.46 3.91 0.30
H 0.82 4.31 -1.38
C 2.34 2.20 2.92
N 3.74 2.65 3.37
O 3.95 2.84 4.52
O 4.59 2.67 2.50
H 1.61 2.51 3.67
H 2.38 1.12 2.80
H 2.09 2.67 1.97
O -3.37 0.29 -0.37
C -3.64 -0.54 -1.17
O -4.61 -0.43 -2.16
C -4.59 -1.56 -3.02
C -3.39 -2.42 -2.71
C -2.96 -1.89 -1.29
H -4.75 -1.17 -4.03
H -5.58 -2.00 -2.86
H -2.54 -2.28 -3.39
H -3.62 -3.48 -2.78
H -1.89 -1.70 -1.24
H -3.35 -2.58 -0.54
O -3.16 3.11 -0.34
C -3.37 3.81 -1.35
O -4.51 3.79 -2.13
C -4.43 4.77 -3.14
C -2.90 4.80 -3.46
C -2.26 4.58 -2.10
H -4.85 5.69 -2.74
H -4.97 4.46 -4.05
H -2.57 5.70 -3.98
H -2.54 3.99 -4.09
H -2.03 5.53 -1.61
H -1.28 4.11 -2.04
C -2.04 -3.13 3.02
C -0.82 -3.34 2.16
O -0.37 -4.61 2.49
S -0.49 -4.87 4.09
O 0.57 -4.10 4.73
O -0.76 -6.28 4.46
O -1.84 -3.94 4.12
H -2.95 -3.56 2.61
H -2.17 -2.15 3.49
H -0.10 -2.58 2.47
H -1.05 -3.31 1.09
C 3.80 -3.59 -3.06
C 4.07 -2.44 -2.09
O 2.84 -2.40 -1.32
S 1.53 -3.15 -2.00
O 0.39 -2.28 -2.27
O 1.27 -4.41 -1.25
O 2.41 -3.45 -3.41
H 4.11 -4.57 -2.71
H 4.23 -3.35 -4.03
H 4.10 -1.50 -2.64
H 4.97 -2.66 -1.52
C -0.44 -0.62 5.34
C 0.98 -0.94 4.91
O 1.72 0.07 5.50
S 1.03 0.55 6.93
O 1.39 1.97 7.16
O 1.21 -0.46 7.98
O -0.52 0.38 6.32
H -0.92 -1.54 5.68
H -1.09 -0.34 4.50
H 1.04 -0.95 3.82
H 1.37 -1.92 5.16
C 0.56 0.71 -4.07
C -0.89 0.73 -3.76
O -1.52 0.63 -5.00
S -0.74 1.59 -6.13
O -1.16 3.02 -6.00
O -0.68 0.95 -7.51
O 0.71 1.37 -5.30
H 0.99 -0.29 -4.05
H 1.02 1.27 -3.26
H -1.23 1.63 -3.25
H -1.10 -0.07 -3.06



5.
71
Properties=species:S:1:pos:R:3 method="wB97M-V/def2-TZVPD" de_lowest_kcal_mol=12.2
Pb -0.17 -0.82 -0.42
C 4.00 -1.97 1.93
C 2.51 -1.82 1.77
N 1.77 -2.52 0.98
N 2.25 -3.55 0.27
C 1.48 -4.18 -0.64
N 1.96 -5.33 -1.15
S -0.03 -3.65 -1.14
C 1.80 -0.79 2.53
C 2.34 -0.24 3.70
C 1.63 0.74 4.37
C 0.40 1.14 3.88
C -0.08 0.52 2.74
N 0.59 -0.41 2.09
H 4.25 -2.66 2.74
H 4.44 -2.36 1.01
H 4.46 -1.01 2.12
H 3.19 -3.91 0.45
H 2.89 -5.68 -0.95
H 1.45 -5.74 -1.92
H 3.29 -0.58 4.07
H 2.04 1.18 5.27
H -0.18 1.90 4.37
H -1.04 0.80 2.32
N 2.60 -2.34 -3.10
N 3.81 -1.66 -2.90
C 4.01 -0.74 -1.95
N 5.24 -0.21 -1.82
N 2.97 -0.48 -1.16
N 3.00 0.48 -0.26
O 4.06 0.91 0.19
O 1.91 0.89 0.12
H 2.22 -2.08 -4.01
H 1.94 -1.96 -2.42
H 4.58 -1.96 -3.48
H 5.84 -0.14 -2.63
H 5.33 0.49 -1.08
S 1.66 1.42 -4.40
C 0.90 0.58 -3.30
N 0.39 -0.10 -2.49
C 0.02 4.29 0.61
C -1.29 3.56 0.44
C -2.50 4.23 0.58
C -3.69 3.55 0.40
C -5.01 4.26 0.54
C -3.68 2.21 0.08
C -2.48 1.48 -0.09
C -1.29 2.22 0.11
N -2.36 0.17 -0.39
C -3.50 -0.65 -0.78
C -4.21 -0.08 -2.02
C -4.47 -0.90 0.39
C -2.97 -2.03 -1.18
H -0.12 5.17 1.23
H 0.39 4.60 -0.36
H 0.77 3.65 1.07
H -2.51 5.28 0.85
H -4.86 5.29 0.85
H -5.64 3.76 1.27
H -5.54 4.26 -0.42
H -4.64 1.73 -0.05
H -0.34 1.72 -0.01
H -4.72 0.85 -1.81
H -4.94 -0.81 -2.39
H -3.47 0.11 -2.79
H -4.99 0.00 0.69
H -3.92 -1.27 1.25
H -5.21 -1.64 0.10
H -2.24 -1.95 -1.99
H -3.78 -2.66 -1.53
H -2.50 -2.53 -0.34



6.
8
Properties=species:S:1:pos:R:3 method="wB97M-V/def2-TZVPD" spin_multiplicity=6 de_lowest_kcal_mol=0.0
O 3.29 1.95 0.27
C 4.32 1.35 0.38
C 4.97 0.19 0.52
O 2.17 -0.70 -0.13
Li 2.78 -1.76 -1.32
Cr 1.30 0.89 -0.01
H 5.04 -0.25 1.52
H 5.83 0.04 -0.14



7.
51
Properties=species:S:1:pos:R:3 method="wB97M-V/def2-TZVPD" spin_multiplicity=5 total_charge=+3 de_lowest_kcal_mol=59.8
Os 0.17 0.25 0.21
C 0.18 -6.30 -1.07
C 0.30 -4.89 -0.65
N 0.16 -4.56 0.61
N 0.34 -3.23 0.66
C 0.47 -2.73 -0.57
S 0.59 -1.15 -1.35
N 0.43 -3.76 -1.43
N 0.47 -3.64 -2.81
H 1.04 -6.79 -0.63
H 0.11 -6.45 -2.19
H -0.76 -6.67 -0.62
H -0.02 -2.68 1.45
H 0.14 -4.47 -3.32
H 1.44 -3.49 -3.07
F -2.83 -4.19 -0.74
B -3.21 -3.06 -0.15
F -3.95 -3.09 0.96
F -3.14 -1.83 -0.65
F -0.97 -0.89 1.47
N -1.66 1.05 -0.30
C -1.83 1.77 -1.65
C -1.60 1.10 -2.82
C -1.50 1.76 -4.00
C -1.85 3.14 -4.05
C -2.25 3.74 -2.84
C -2.21 3.09 -1.62
H -1.92 1.80 0.37
H -2.31 0.28 -0.24
H -1.30 0.05 -2.81
H -1.04 1.27 -4.80
H -1.64 3.74 -4.93
H -2.69 4.75 -3.02
H -2.48 3.55 -0.69
C 1.71 4.26 0.71
S 0.62 2.80 1.13
O 1.20 1.87 -0.14
C 1.66 2.26 2.53
C 1.70 3.18 3.63
C 2.51 2.82 4.79
C 3.00 1.54 4.98
C 2.81 0.63 3.92
C 2.04 0.91 2.78
H 2.73 3.88 0.44
H 1.77 4.95 1.53
H 1.24 4.81 -0.15
H 0.93 3.91 3.70
H 2.83 3.64 5.41
H 3.64 1.33 5.85
H 3.23 -0.35 4.06
H 1.68 0.08 2.12



8.
108
Properties=species:S:1:pos:R:3 method="wB97M-V/def2-TZVPD" de_lowest_kcal_mol=4.4 smiles="CNC(C)=O.CNC(C)=O.CNC(C)=O.CNC(C)=O.CNC(C)=O.COCCOC.COCCOC.COCCOC"
C 3.79 2.77 3.10
N 4.27 2.76 4.46
C 4.30 3.89 5.21
C 4.75 3.72 6.64
O 3.97 4.97 4.75
H 4.49 2.52 2.30
H 3.18 3.63 2.89
H 3.07 1.94 3.00
H 4.74 1.95 4.83
H 4.11 3.01 7.17
H 4.56 4.68 7.12
H 5.81 3.48 6.73
C 2.58 -0.34 4.88
N 3.02 -1.27 3.84
C 2.19 -1.80 2.94
C 2.87 -2.73 1.94
O 0.98 -1.61 2.95
H 1.83 -0.84 5.50
H 2.16 0.58 4.50
H 3.46 -0.17 5.50
H 3.99 -1.52 3.84
H 3.11 -3.64 2.48
H 3.78 -2.31 1.50
H 2.12 -2.98 1.19
C 5.32 0.45 -0.61
N 5.81 -0.21 -1.81
C 6.05 0.40 -2.99
C 6.51 -0.50 -4.11
O 5.93 1.60 -3.15
H 5.00 -0.31 0.10
H 4.41 1.02 -0.79
H 6.13 1.06 -0.20
H 5.92 -1.21 -1.77
H 7.59 -0.59 -4.03
H 6.27 -0.10 -5.09
H 6.03 -1.48 -4.00
C -4.41 -3.95 -5.67
N -3.50 -3.70 -4.56
C -2.76 -2.57 -4.55
C -1.84 -2.37 -3.37
O -2.86 -1.72 -5.42
H -5.16 -3.17 -5.84
H -4.91 -4.89 -5.44
H -3.85 -3.98 -6.61
H -3.41 -4.39 -3.85
H -1.78 -1.33 -3.07
H -0.82 -2.66 -3.64
H -2.18 -2.97 -2.53
C 1.05 2.08 0.03
N 0.51 0.79 0.47
C -0.47 0.13 -0.18
C -0.92 -1.18 0.45
O -0.94 0.52 -1.25
H 0.93 2.11 -1.05
H 2.10 2.07 0.34
H 0.50 2.90 0.49
H 0.88 0.41 1.33
H -1.65 -0.94 1.22
H -0.06 -1.75 0.78
H -1.46 -1.67 -0.36
C -0.60 0.82 -4.32
O -0.15 1.95 -5.03
C 0.17 3.01 -4.14
C 0.43 4.30 -4.91
O -0.65 4.85 -5.59
C -1.04 4.21 -6.80
H -0.59 -0.04 -4.99
H -1.63 0.86 -3.96
H 0.15 0.54 -3.58
H 1.10 2.77 -3.61
H -0.63 3.11 -3.40
H 1.33 4.23 -5.54
H 0.66 4.98 -4.08
H -0.24 4.09 -7.53
H -1.83 4.85 -7.19
H -1.44 3.21 -6.60
C -6.45 -1.27 0.87
O -5.78 -1.10 -0.36
C -4.82 -0.07 -0.33
C -4.27 0.14 -1.71
O -5.30 0.52 -2.59
C -5.03 0.36 -3.95
H -6.79 -2.30 0.93
H -7.26 -0.53 0.93
H -5.77 -1.14 1.72
H -4.01 -0.28 0.39
H -5.28 0.85 0.07
H -3.68 -0.74 -1.98
H -3.62 1.03 -1.66
H -4.73 -0.68 -4.11
H -4.27 1.01 -4.39
H -5.93 0.53 -4.53
C -0.78 -3.52 7.38
O -1.68 -3.02 6.44
C -1.09 -2.66 5.21
C -2.11 -2.06 4.27
O -2.43 -0.76 4.76
C -3.26 -0.02 3.92
H -0.35 -4.49 7.08
H -1.30 -3.71 8.32
H 0.03 -2.79 7.54
H -0.77 -3.59 4.73
H -0.22 -2.02 5.35
H -3.06 -2.60 4.18
H -1.67 -1.98 3.28
H -2.82 0.16 2.92
H -3.47 0.92 4.41
H -4.18 -0.57 3.66



Copy entry 6 word for word.
8
Properties=species:S:1:pos:R:3 method="wB97M-V/def2-TZVPD" spin_multiplicity=6 de_lowest_kcal_mol=0.0
O 3.29 1.95 0.27
C 4.32 1.35 0.38
C 4.97 0.19 0.52
O 2.17 -0.70 -0.13
Li 2.78 -1.76 -1.32
Cr 1.30 0.89 -0.01
H 5.04 -0.25 1.52
H 5.83 0.04 -0.14